[1]
7
Properties=species:S:1:pos:R:3:mulliken_charge:R:1 method="wB97M-V/def2-TZVPD" relative_energy_kj_mol=103.06 lumo_energy_ev=-0.93 orbital_gap_ev=7.56 homo_energy_ev=-8.49 total_energy_ha=-1570.8013
I 2.33 0.29 -2.57 0.013
I -0.18 0.46 2.59 0.135
I 3.25 -1.48 0.71 -0.004
I -0.15 2.54 -0.39 0.181
P 2.41 0.57 -0.16 0.079
C 0.05 0.66 0.44 -0.978
H -0.23 -0.12 -0.17 0.575

[2]
93
Properties=species:S:1:pos:R:3:mulliken_charge:R:1 method="wB97M-V/def2-TZVPD" relative_energy_kj_mol=243.05 lumo_energy_ev=-0.37 orbital_gap_ev=8.21 homo_energy_ev=-8.59 total_energy_ha=-4807.2167
S 1.60 -5.79 1.10 0.433
S 0.19 -0.72 1.07 0.477
S -0.62 3.77 -2.52 0.702
S -3.60 -5.19 -2.37 0.418
S 1.04 -0.87 5.21 0.700
S 3.08 1.04 -1.59 0.841
S -3.40 1.15 5.34 0.449
S 0.47 -1.83 -4.09 0.796
O 2.40 5.74 1.05 -0.349
O -1.22 2.74 -1.57 -0.566
O 0.91 6.32 2.54 -0.396
O -3.14 -6.07 -1.18 -0.596
O 1.73 -0.79 0.89 -0.649
O 0.70 -3.03 -3.09 -0.562
O 3.71 1.84 -2.74 -0.716
O 0.47 -6.10 2.05 -0.611
O 1.43 -1.33 6.60 -0.696
O 3.01 7.33 2.64 -0.594
O -2.95 0.30 6.55 -0.614
C 1.17 5.11 0.65 0.767
C 3.70 -0.69 -1.65 -0.643
C -0.07 1.11 1.43 -0.539
C 2.37 0.30 4.73 -0.693
C -2.09 4.65 -3.21 -1.130
C -2.15 0.83 4.09 -0.831
C -1.13 6.03 1.38 -1.431
C -2.39 -3.85 -2.50 -0.525
C 1.56 -3.92 0.78 -0.114
C 1.06 -6.27 -0.58 -0.662
C 1.70 -2.19 4.15 -0.570
C 0.21 5.40 1.72 0.519
C -0.16 2.97 -4.11 -0.947
C 3.84 1.66 -0.04 -0.836
C -0.93 -2.34 -5.31 -1.150
C -4.70 0.24 4.45 -0.914
C 1.94 -1.77 -5.20 -1.104
C -0.33 -0.61 -0.71 0.029
C 2.18 6.53 2.12 0.600
C -5.13 -4.27 -1.78 -0.902
H 0.40 2.07 -3.87 0.178
H -5.98 -4.90 -1.52 0.341
H -1.86 -2.11 -4.80 0.289
H 3.26 -1.16 -2.53 -0.038
H 2.01 -1.85 3.16 -0.292
H -4.83 -3.62 -0.95 0.252
H -0.83 6.93 0.83 0.373
H -2.52 1.23 3.15 0.371
H 2.88 -1.46 -4.76 0.328
H 4.78 -0.77 -1.77 0.479
H 2.20 -2.79 -5.50 0.371
H -2.67 3.93 -3.78 0.343
H -2.64 5.00 -2.34 0.318
H -1.08 1.42 1.15 0.470
H 1.83 -6.35 -1.34 0.364
H -5.57 -0.02 5.07 0.353
H 1.25 4.03 0.54 -0.463
H 0.19 -5.72 -0.93 -0.011
H 1.77 -3.39 1.72 -0.199
H 2.40 0.55 3.67 -0.102
H -1.06 2.66 -4.64 0.369
H 0.66 -7.28 -0.58 0.377
H 0.96 -2.96 3.93 0.458
H -1.81 5.48 -3.85 0.399
H 2.61 -2.56 4.61 0.422
H -0.01 4.57 2.39 0.183
H 1.79 -1.09 -6.05 0.364
H 3.36 -0.07 4.99 0.407
H -0.67 -1.54 -1.15 -0.314
H 3.17 1.46 0.79 -0.065
H -1.26 1.43 4.31 0.342
H 2.42 -3.69 0.15 0.310
H -0.80 -1.73 -6.21 0.449
H 0.40 -0.17 -1.39 -0.154
H -5.47 -3.60 -2.57 0.344
H -0.85 -3.40 -5.52 0.355
H 3.46 -1.25 -0.74 0.067
H -4.33 -0.68 4.00 0.276
H -2.27 -3.21 -1.62 0.182
H 0.85 5.50 -0.32 0.118
H 0.58 1.80 0.88 -0.102
H 0.40 3.72 -4.67 0.376
H 2.33 1.28 5.22 0.403
H 3.95 2.74 -0.11 0.394
H -1.39 -4.19 -2.79 0.292
H 4.87 1.32 0.03 0.426
H 0.13 1.41 2.46 0.227
H -2.63 -3.17 -3.32 0.153
H -1.67 6.31 2.29 0.376
H 0.61 -3.66 0.32 0.100
H -1.91 -0.23 4.04 0.262
H -1.20 0.04 -0.71 0.442
H -1.69 5.41 0.68 0.314
H -5.01 0.89 3.63 0.336

[3]
20
Properties=species:S:1:pos:R:3:mulliken_charge:R:1 method="wB97M-V/def2-TZVPD" relative_energy_kj_mol=33.69 lumo_energy_ev=1.17 orbital_gap_ev=9.30 homo_energy_ev=-8.13 total_energy_ha=-291.1459
N 0.07 0.14 0.21 0.151
C 0.76 -0.54 -0.87 -0.761
C -0.19 -0.53 -2.07 -0.467
C 1.30 1.10 2.10 -1.235
C 0.56 -0.12 1.55 -0.577
C -1.55 -0.03 -1.51 -0.469
C -1.36 -0.01 0.01 -0.808
H -0.27 -0.36 2.21 0.402
H -1.84 0.92 -1.93 0.326
H -1.79 -0.92 0.45 0.359
H 1.09 -1.57 -0.65 0.330
H 1.56 1.01 3.15 0.390
H 1.28 -0.95 1.49 0.358
H -1.89 0.82 0.48 0.332
H 0.72 2.00 1.89 0.313
H 1.72 -0.04 -1.03 0.320
H -2.32 -0.78 -1.73 0.233
H 0.14 0.18 -2.83 0.208
H -0.25 -1.52 -2.50 0.317
H 2.25 1.20 1.58 0.279

[4]
78
Properties=species:S:1:pos:R:3:mulliken_charge:R:1 method="wB97M-V/def2-TZVPD" relative_energy_kj_mol=35.63 total_charge=-2 lumo_energy_ev="4.09 / 4.07" orbital_gap_ev="6.24 / 6.22" homo_energy_ev="-2.14 / -2.15" total_energy_ha=-6153.1038
Ir -0.06 -1.03 -0.10 1.951
Sb -1.23 -3.45 -2.28 0.677
As 3.30 0.45 0.00 1.729
S -0.54 -3.60 -4.43 -0.612
S 0.70 -2.95 -0.82 -0.534
S -2.50 -5.17 -1.51 -0.708
S -1.99 -1.33 -1.42 -0.730
S 1.91 -0.68 1.19 -0.823
F -0.76 1.67 -0.71 0.146
O 3.32 1.28 -3.15 -0.700
O 1.67 -0.98 -7.61 -0.538
O -0.61 -1.24 -7.35 -0.500
O 1.91 0.20 -1.79 -0.643
N -1.19 -0.12 1.35 0.350
C -3.32 1.05 1.74 -0.481
C -1.95 1.71 -0.06 -0.354
C -1.07 -0.31 2.76 -1.112
C -1.62 -1.41 3.43 0.900
C -0.71 -0.48 -5.00 -1.147
C -0.35 0.61 4.89 -0.596
C -2.14 0.83 1.02 1.130
C 2.09 -0.14 -5.31 -1.244
C -4.25 2.01 1.38 -1.111
C -4.03 2.83 0.28 -0.591
C 2.99 2.34 -0.29 -1.099
C 0.09 -0.03 -3.95 -0.261
C -1.51 -1.46 4.82 -1.164
C 1.46 0.14 -4.09 -0.063
C -2.85 2.67 -0.44 -0.894
C -0.53 3.19 3.09 -1.602
C -0.07 -0.77 -6.17 0.858
C 0.25 1.90 2.84 1.790
C -2.39 -2.57 2.79 0.599
C 4.68 0.72 1.39 -1.420
C -1.46 -3.58 2.12 -1.090
C -0.90 -0.47 5.56 -1.392
C -3.53 -2.14 1.87 -1.236
C -0.41 0.70 3.50 1.160
C 4.45 -0.55 -1.19 -1.376
C 2.30 0.60 -2.93 -0.100
C 0.51 -1.59 -8.15 -0.188
C 1.30 -0.61 -6.32 1.211
C 1.69 2.08 3.32 -1.590
H 2.88 2.79 0.70 0.350
H 5.05 -1.21 -0.56 0.416
H -4.13 -3.01 1.61 0.502
H -3.16 -1.73 0.93 0.044
H 3.16 0.00 -5.43 0.442
H 5.08 0.15 -1.73 0.406
H 5.54 1.24 0.95 0.424
H -5.15 2.12 1.96 0.377
H 3.85 2.74 -0.81 0.444
H -3.51 0.43 2.61 0.465
H -0.84 -0.54 6.64 0.358
H -0.88 -3.11 1.32 -0.049
H 2.17 2.90 2.77 0.378
H 0.35 -1.22 -9.17 0.212
H -0.75 -3.99 2.84 0.269
H -4.17 -1.41 2.35 0.303
H -0.55 3.43 4.15 0.319
H 0.28 1.71 1.77 -0.477
H 1.74 2.34 4.38 0.420
H 3.84 -1.12 -1.88 0.275
H -0.36 0.14 -2.98 0.674
H -2.03 -4.39 1.67 0.437
H 5.00 -0.24 1.79 0.350
H 0.14 1.39 5.45 0.284
H -1.95 -2.31 5.33 0.345
H -2.85 -3.09 3.64 0.431
H -1.77 -0.65 -4.86 0.428
H -1.56 3.12 2.73 0.247
H -4.75 3.58 -0.01 0.362
H -0.05 4.03 2.57 0.439
H -2.60 3.30 -1.28 0.469
H 0.63 -2.69 -8.15 0.253
H 4.28 1.33 2.21 0.357
H 2.27 1.17 3.15 0.249
H 2.10 2.48 -0.89 0.194

[5]
132
Properties=species:S:1:pos:R:3:mulliken_charge:R:1 method="wB97M-V/def2-TZVPD" relative_energy_kj_mol=209.50 total_charge=+2 lumo_energy_ev=-6.75 orbital_gap_ev=6.47 homo_energy_ev=-13.21 total_energy_ha=-6608.2837
Sn 0.98 -1.00 1.55 -0.605
Br 0.83 -0.86 -0.97 0.659
S -6.10 -1.33 1.35 -0.099
S 2.18 1.01 2.45 -0.602
Si 0.57 -0.97 -4.56 -1.283
Si 0.93 2.71 1.92 -1.135
O -0.68 -4.80 2.28 -0.587
O 0.07 3.15 3.19 0.558
O 1.93 3.83 1.37 0.583
O 1.68 -5.20 0.88 -0.607
O -0.09 2.00 0.87 1.860
N -1.57 -1.12 1.51 1.120
N -6.94 -4.48 4.50 -0.540
N 3.14 -1.99 0.91 0.333
N 0.08 -1.73 3.83 0.197
N 0.89 -3.23 1.72 0.488
C -3.68 -0.46 2.38 -0.691
C -2.17 -1.94 0.66 -0.660
C -2.29 -0.41 2.35 -0.936
C -1.38 -3.08 -4.20 -2.103
C -6.81 -4.83 3.25 -0.485
C 4.25 -1.36 0.55 -0.167
C -1.66 1.70 -0.90 -0.454
C 3.38 -1.54 -4.28 -1.895
C -6.54 -2.21 3.94 -0.136
C 1.80 -4.02 1.07 -0.020
C -0.65 3.95 -0.49 -1.478
C 5.19 -3.35 -0.37 -0.449
C -0.09 -3.78 2.51 -0.464
C -0.35 1.77 -4.90 -1.780
C 1.59 1.08 -6.28 -1.945
C -0.19 -1.01 4.90 -0.431
C 4.05 -4.01 0.03 -0.725
C 3.03 -3.29 0.65 0.466
C -3.55 -2.06 0.60 -1.033
C -0.96 -1.50 5.95 -0.816
C -6.40 -2.58 2.62 0.506
C 3.48 5.32 0.35 -1.838
C 4.25 3.54 1.95 -1.523
C 2.06 -2.23 -4.65 2.536
C 1.48 3.77 5.04 -1.359
C 3.39 2.91 -0.35 -1.331
C -4.32 -1.29 1.47 -0.240
C -2.30 2.99 1.13 -1.447
C 1.89 -3.42 -3.69 -1.821
C 2.17 -2.77 -6.09 -1.835
C -1.45 -2.79 5.86 -0.558
C 1.86 1.50 -3.81 -1.943
C -6.53 -3.91 2.24 -0.178
C -0.38 -2.97 3.73 0.930
C -2.17 -0.81 -3.62 -1.845
C 0.37 5.51 3.60 -1.538
C -1.03 4.04 5.09 -1.723
C -1.84 -1.45 -6.03 -1.758
C 0.24 4.13 4.23 1.587
C -1.28 -1.60 -4.60 2.472
C 5.30 -1.99 -0.10 -0.842
C -6.82 -3.22 4.86 -0.529
C 3.26 3.88 0.83 1.818
C 0.93 0.93 -4.90 2.827
C -1.15 -3.55 4.74 -0.775
C -1.17 2.67 0.16 1.509
H -6.46 -1.18 4.26 0.423
H -4.01 -2.71 -0.11 0.611
H -0.30 4.64 0.26 0.264
H -1.16 3.02 5.45 0.316
H 4.19 -2.27 -4.35 0.641
H -1.90 4.32 4.50 0.359
H -1.84 -0.42 -6.36 0.339
H -2.86 -1.81 -6.05 0.482
H -0.94 4.70 5.94 0.444
H 3.63 -0.73 -4.95 0.346
H -1.19 -0.87 6.79 0.504
H -1.93 3.61 1.94 0.087
H 3.19 1.89 -0.02 -0.154
H 1.28 -3.30 -6.39 0.383
H 1.67 -3.08 -2.68 0.242
H -0.98 -3.24 -3.21 0.339
H 5.26 3.45 1.55 0.509
H 2.37 3.86 4.43 0.183
H 1.47 1.29 -2.82 0.090
H 2.82 -3.98 -3.67 0.617
H 2.75 5.58 -0.41 0.389
H -1.75 -0.83 -2.62 0.135
H -3.16 -1.26 -3.60 0.651
H 3.90 -5.07 -0.12 0.574
H 3.00 -3.47 -6.14 0.490
H 4.29 -0.31 0.81 0.439
H -0.52 5.75 3.03 0.294
H 1.41 2.75 5.41 0.192
H 1.11 -4.10 -4.02 0.320
H -0.87 -3.72 -4.91 0.377
H 4.24 4.31 2.71 0.320
H 0.94 0.72 -7.07 0.461
H 0.23 -0.01 4.92 0.602
H 1.57 4.44 5.89 0.538
H 4.48 5.40 -0.08 0.398
H 1.79 2.13 -6.47 0.497
H -3.10 3.50 0.61 0.480
H -6.95 -3.00 5.91 0.392
H -1.04 1.46 -5.67 0.390
H -4.23 0.16 3.06 0.664
H -0.85 1.75 -3.93 0.108
H -2.51 2.13 -1.42 0.727
H -2.69 2.07 1.57 0.130
H 3.34 -1.17 -3.26 0.278
H -0.08 2.81 -5.11 0.640
H 3.96 2.59 2.41 0.230
H -1.74 0.25 3.01 0.635
H 2.67 3.17 -1.12 0.196
H -1.27 -2.03 -6.74 0.432
H 0.17 3.71 -1.17 0.116
H -2.30 0.22 -3.93 0.408
H 0.50 6.26 4.38 0.595
H 1.92 2.58 -3.95 0.598
H 6.17 -1.43 -0.40 0.502
H -1.54 -2.52 0.00 0.542
H -6.44 -4.22 1.22 0.411
H 5.99 -3.87 -0.88 0.497
H 2.36 -1.98 -6.81 0.409
H -2.42 -3.38 -4.20 0.630
H -1.49 -4.56 4.61 0.594
H -2.06 -3.20 6.65 0.513
H -1.45 4.42 -1.06 0.553
H 4.39 2.97 -0.77 0.754
H 2.54 0.55 -6.35 0.357
H 3.40 6.02 1.17 0.403
H 2.86 1.10 -3.88 0.395
H 1.22 5.53 2.93 0.151
H -6.93 -5.88 3.02 0.382
H -0.87 1.48 -1.61 -0.660
H -1.97 0.76 -0.44 -0.393

[6]
60
Properties=species:S:1:pos:R:3:mulliken_charge:R:1 method="wB97M-V/def2-TZVPD" lumo_energy_ev="0.26 / -0.03" orbital_gap_ev="6.65 / 6.23" multiplicity=2 homo_energy_ev="-6.39 / -6.26" s2=0.758 total_energy_ha=-1334.1163
Ag 1.53 -0.83 -0.12 0.175
O -0.41 -1.82 1.22 -0.462
O -3.32 -0.07 -1.40 -0.374
O 1.85 0.61 1.59 0.504
O 1.51 -3.30 -0.72 -0.797
O 3.13 -2.65 -3.55 -0.485
O 0.97 1.05 -1.26 -0.060
N 0.53 -1.30 3.12 -0.214
N -5.60 1.11 1.20 -0.706
N -1.00 -2.91 3.05 -0.445
N 3.94 -0.62 0.00 -0.401
C 0.91 1.68 1.96 -0.995
C -4.77 2.39 -0.72 -1.398
C -4.93 0.96 -0.11 0.452
C 1.83 -2.28 -3.17 0.064
C -0.71 1.89 -2.83 -1.318
C -3.67 0.09 0.02 -0.333
C -0.28 -2.02 2.40 0.547
C 4.18 -0.06 1.34 0.294
C 5.64 0.48 1.41 -1.508
C 1.07 -3.13 -2.05 -0.190
C -0.17 1.90 -1.31 0.053
C 3.20 1.14 1.62 -0.945
C -2.15 -0.90 -1.48 -0.788
H 1.83 -1.23 -2.88 -0.177
H -4.27 2.25 -1.68 0.290
H -1.67 2.40 -2.90 0.316
H 4.06 -0.82 2.11 0.279
H -0.89 0.93 -3.32 0.266
H 1.20 -2.17 -4.04 0.349
H -5.72 2.89 -0.88 0.432
H -6.13 0.29 1.46 0.255
H 0.15 2.90 -1.02 0.333
H -5.56 0.40 -0.80 0.216
H 4.66 -1.31 -0.16 0.248
H -0.85 -3.06 4.04 0.123
H 1.00 -4.17 -2.39 0.399
H -4.24 3.12 -0.11 0.343
H 4.24 0.11 -0.63 0.185
H -0.05 2.50 -3.44 0.522
H -6.30 1.83 1.09 0.259
H 6.33 -0.35 1.58 0.417
H 1.14 1.89 3.00 0.400
H 1.09 2.57 1.35 0.282
H -3.86 -0.90 0.43 0.342
H -1.72 -3.43 2.56 0.255
H -1.76 -0.93 -2.50 0.337
H -2.33 -1.93 -1.18 0.491
H 1.11 -0.52 2.86 0.167
H 3.18 1.83 0.78 0.322
H 5.88 1.06 0.52 0.365
H 1.44 1.33 -2.04 0.119
H 5.93 0.99 2.33 0.397
H 0.04 -2.76 -2.02 -0.057
H -0.15 1.45 1.99 0.200
H -2.88 0.59 0.59 0.025
H 3.40 1.66 2.55 0.429
H 0.70 -1.72 4.03 0.126
H -0.94 1.50 -0.65 -0.033
H -1.31 -0.60 -0.84 0.109

[7]
8
Properties=species:S:1:pos:R:3:mulliken_charge:R:1 method="wB97M-V/def2-TZVPD" relative_energy_kj_mol=302.50 lumo_energy_ev=-0.34 orbital_gap_ev=9.30 homo_energy_ev=-9.65 total_energy_ha=-643.1989
S 0.46 -1.29 1.34 -0.245
O -0.65 0.94 -1.70 -0.515
O -1.53 0.52 0.26 -0.577
N -0.64 0.49 -0.58 0.918
C 0.63 -0.13 -0.13 -0.489
H -0.77 -0.56 1.48 0.260
H 1.25 -0.61 -0.96 0.318
H 1.25 0.65 0.28 0.330

[8]
7
Properties=species:S:1:pos:R:3:mulliken_charge:R:1 method="wB97M-V/def2-TZVPD" relative_energy_kj_mol=41.23 lumo_energy_ev=0.78 orbital_gap_ev=10.66 homo_energy_ev=-9.88 total_energy_ha=-190.9347
O 0.66 0.37 1.92 -0.627
O -0.08 -1.34 -1.63 -0.363
C -0.68 -0.32 -1.60 -0.053
H 1.41 -0.19 2.18 0.318
H -1.56 -0.14 -2.46 0.183
H 0.88 1.21 2.39 0.316
H -0.63 0.43 -0.80 0.225